{
  "formula": "C54H76Cl3FGeNO3P2RbSi4Te",
  "method": "the ωB97M-V functional and the def2-TZVPD basis",
  "s2": 0.75,
  "multiplicity": 2,
  "fmax_ev_per_a": 2.40,
  "energy_ha": -8074.3332,
  "gap_ha": [0.174, 0.113],
  "lumo_energy_ev": [1.44, -0.17],
  "charge": -1,
  "symbols": ["Rb", "C", "C", "C", "C", "C", "C", "C", "C", "C", "C", "C", "C", "N", "C", "C", "C", "C", "C", "C", "F", "H", "H", "H", "H", "H", "H", "H", "H", "H", "H", "H", "H", "H", "H", "H", "H", "H", "H", "H", "H", "H", "O", "P", "C", "P", "O", "C", "C", "C", "C", "C", "C", "C", "C", "C", "C", "C", "C", "C", "C", "C", "C", "C", "C", "C", "C", "C", "C", "C", "C", "H", "H", "H", "H", "H", "H", "H", "H", "H", "H", "H", "H", "H", "H", "H", "H", "H", "H", "H", "H", "H", "H", "Cl", "Ge", "Cl", "Cl", "C", "Si", "C", "C", "Si", "Te", "Si", "C", "C", "C", "Si", "C", "C", "C", "H", "H", "H", "H", "H", "H", "H", "H", "H", "H", "H", "H", "H", "H", "H", "H", "H", "H", "H", "H", "H", "H", "H", "H", "H", "H", "H", "C", "C", "O", "H", "H", "H", "H", "H", "H"],
  "positions_angstrom": [[-0.384, 0.630, -0.834], [0.589, 5.637, 0.392], [0.809, 4.180, 0.810], [2.226, 3.728, 0.460], [0.510, 3.979, 2.275], [1.230, 4.682, 3.224], [0.942, 4.568, 4.572], [-0.063, 3.706, 4.974], [-0.800, 2.974, 4.059], [-1.791, 1.946, 4.560], [-2.888, 2.562, 5.433], [-1.035, 0.860, 5.332], [-0.537, 3.115, 2.674], [-1.188, 2.362, 1.736], [-2.503, 2.426, 1.557], [-3.303, 3.537, 1.943], [-4.629, 3.631, 1.594], [-5.257, 2.624, 0.873], [-4.517, 1.512, 0.491], [-3.192, 1.426, 0.826], [-2.498, 0.315, 0.421], [0.678, 5.726, -0.688], [1.324, 6.295, 0.854], [-0.408, 5.972, 0.675], [0.108, 3.553, 0.249], [2.961, 4.350, 0.965], [2.384, 3.808, -0.614], [2.369, 2.692, 0.768], [2.023, 5.344, 2.906], [1.502, 5.139, 5.301], [-0.270, 3.593, 6.031], [-2.264, 1.472, 3.697], [-2.466, 3.000, 6.337], [-3.606, 1.799, 5.731], [-3.429, 3.333, 4.889], [-0.586, 1.267, 6.236], [-0.241, 0.450, 4.707], [-1.711, 0.053, 5.613], [-2.809, 4.344, 2.468], [-5.193, 4.510, 1.868], [-6.295, 2.707, 0.592], [-4.964, 0.716, -0.084], [1.815, 0.000, -1.910], [1.991, -0.614, -3.227], [1.462, -2.384, -3.252], [-0.344, -2.500, -2.915], [-0.766, -1.763, -1.727], [-1.219, -2.014, -4.429], [-0.932, -2.574, -5.669], [-1.618, -2.144, -6.789], [-2.617, -1.188, -6.668], [-2.937, -0.669, -5.424], [-2.232, -1.074, -4.304], [-0.680, -4.301, -2.762], [-1.984, -4.587, -2.370], [-2.390, -5.894, -2.179], [-1.491, -6.930, -2.374], [-0.193, -6.652, -2.767], [0.214, -5.342, -2.964], [3.748, -0.661, -3.748], [4.378, 0.578, -3.717], [5.702, 0.696, -4.096], [6.404, -0.427, -4.503], [5.784, -1.664, -4.528], [4.457, -1.785, -4.150], [1.135, 0.201, -4.604], [0.083, 1.061, -4.331], [-0.599, 1.674, -5.367], [-0.216, 1.446, -6.677], [0.863, 0.616, -6.954], [1.533, -0.014, -5.920], [1.964, -2.862, -2.400], [1.721, -2.880, -4.186], [-0.174, -3.343, -5.750], [-1.368, -2.549, -7.760], [-3.146, -0.854, -7.550], [-3.723, 0.061, -5.314], [-2.456, -0.651, -3.333], [-2.667, -3.763, -2.215], [-3.406, -6.109, -1.881], [-1.799, -7.954, -2.218], [0.508, -7.460, -2.924], [1.229, -5.143, -3.276], [3.808, 1.437, -3.386], [6.184, 1.661, -4.077], [7.436, -0.338, -4.806], [6.331, -2.539, -4.848], [3.984, -2.757, -4.167], [-0.180, 1.266, -3.304], [-1.419, 2.331, -5.126], [-0.748, 1.924, -7.490], [1.188, 0.477, -7.977], [2.382, -0.655, -6.127], [-3.017, 1.939, -2.681], [-2.293, 3.817, -1.468], [-0.320, 3.900, -2.706], [-3.444, 5.445, -2.636], [5.337, 0.692, 7.338], [3.895, 0.772, 6.080], [3.384, 2.608, 5.980], [2.426, -0.196, 6.837], [4.452, 0.022, 3.902], [2.385, 0.019, 2.562], [5.216, -2.213, 4.078], [6.910, -2.319, 4.964], [3.996, -3.314, 5.061], [5.437, -3.054, 2.371], [6.165, 1.356, 2.972], [5.538, 3.041, 2.319], [7.552, 1.740, 4.243], [7.034, 0.504, 1.488], [5.074, 1.136, 8.296], [6.194, 1.235, 6.953], [5.654, -0.330, 7.525], [2.982, 2.986, 6.919], [2.620, 2.750, 5.221], [4.231, 3.236, 5.712], [1.841, 0.409, 7.524], [2.741, -1.087, 7.372], [1.760, -0.507, 6.040], [6.867, -1.829, 5.932], [7.677, -1.815, 4.382], [7.243, -3.340, 5.130], [3.947, -3.007, 6.101], [4.256, -4.369, 5.043], [2.994, -3.219, 4.655], [6.182, -2.532, 1.778], [4.507, -3.025, 1.812], [5.745, -4.095, 2.441], [4.986, 3.574, 3.088], [4.860, 2.891, 1.485], [6.339, 3.694, 1.976], [7.161, 2.326, 5.070], [8.379, 2.300, 3.809], [7.962, 0.823, 4.659], [6.306, 0.223, 0.733], [7.544, -0.404, 1.800], [7.772, 1.141, 1.005], [1.049, -3.519, 1.353], [-0.431, -3.175, 1.486], [-0.660, -1.810, 1.707], [1.174, -4.552, 1.036], [1.564, -3.374, 2.301], [1.503, -2.858, 0.618], [-0.879, -3.777, 2.296], [-0.954, -3.405, 0.555], [-0.165, -1.528, 2.487]]
}

***

{
  "formula": "C54H77O2PSi2",
  "method": "the ωB97M-V functional and the def2-TZVPD basis",
  "smiles": "C[Si](C)(C)OCCP(CCCO)CCCCCCCC[Si](C)(C)c1ccccc1.c1ccccc1.c1ccccc1.c1ccccc1.c1ccccc1.c1ccccc1",
  "fmax_ev_per_a": 2.94,
  "energy_ha": -3174.6175,
  "gap_ha": 0.310,
  "lumo_energy_ev": 0.50,
  "symbols": ["C", "Si", "C", "C", "O", "C", "C", "P", "C", "C", "C", "O", "C", "C", "C", "C", "C", "C", "C", "C", "Si", "C", "C", "C", "C", "C", "C", "C", "C", "H", "H", "H", "H", "H", "H", "H", "H", "H", "H", "H", "H", "H", "H", "H", "H", "H", "H", "H", "H", "H", "H", "H", "H", "H", "H", "H", "H", "H", "H", "H", "H", "H", "H", "H", "H", "H", "H", "H", "H", "H", "H", "H", "H", "H", "H", "H", "C", "C", "C", "C", "C", "C", "H", "H", "H", "H", "H", "H", "C", "C", "C", "C", "C", "C", "H", "H", "H", "H", "H", "H", "C", "C", "C", "C", "C", "C", "H", "H", "H", "H", "H", "H", "C", "C", "C", "C", "C", "C", "H", "H", "H", "H", "H", "H", "C", "C", "C", "C", "C", "C", "H", "H", "H", "H", "H", "H"],
  "positions_angstrom": [[6.129, -0.459, 3.400], [5.376, 0.404, 1.876], [6.668, 0.188, 0.466], [3.839, -0.560, 1.324], [5.159, 2.088, 2.043], [3.839, 2.468, 2.479], [3.160, 3.296, 1.322], [1.448, 2.693, 0.817], [1.651, 2.013, -0.962], [1.078, 0.541, -0.940], [1.837, -0.482, -1.865], [3.205, -0.128, -2.138], [0.325, 4.233, 0.759], [-0.966, 4.090, 1.665], [-2.323, 4.263, 0.849], [-3.594, 3.803, 1.684], [-4.723, 3.154, 0.794], [-5.785, 2.318, 1.606], [-5.295, 0.901, 2.098], [-5.212, -0.202, 0.953], [-3.464, -0.530, 0.257], [-3.648, -0.617, -1.661], [-2.213, 0.881, 0.601], [-2.652, -2.120, 0.947], [-2.607, -2.450, 2.381], [-1.920, -3.672, 2.769], [-1.286, -4.536, 1.778], [-1.339, -4.232, 0.351], [-2.024, -3.012, -0.048], [5.738, -1.519, 3.405], [5.861, 0.045, 4.362], [7.254, -0.526, 3.363], [7.216, -0.784, 0.526], [6.129, 0.261, -0.524], [7.374, 1.057, 0.493], [4.159, -1.637, 1.215], [3.379, -0.190, 0.377], [3.082, -0.515, 2.155], [3.213, 1.633, 2.884], [3.990, 3.187, 3.338], [3.803, 3.360, 0.400], [3.042, 4.362, 1.672], [1.034, 2.652, -1.651], [2.743, 2.093, -1.179], [0.023, 0.600, -1.334], [1.029, 0.141, 0.101], [1.864, -1.464, -1.299], [1.283, -0.724, -2.820], [3.653, -0.966, -2.340], [0.925, 5.114, 1.131], [-0.003, 4.474, -0.285], [-0.931, 4.936, 2.414], [-0.967, 3.149, 2.269], [-2.252, 3.793, -0.163], [-2.410, 5.376, 0.677], [-3.988, 4.730, 2.185], [-3.214, 3.121, 2.492], [-5.291, 4.022, 0.344], [-4.306, 2.599, -0.094], [-6.720, 2.233, 0.993], [-6.026, 2.914, 2.534], [-6.095, 0.532, 2.832], [-4.347, 0.943, 2.708], [-5.911, 0.087, 0.122], [-5.597, -1.177, 1.375], [-2.656, -0.825, -2.148], [-4.056, 0.389, -1.964], [-4.399, -1.422, -1.902], [-2.296, 1.634, -0.224], [-2.453, 1.300, 1.608], [-1.160, 0.490, 0.677], [-3.092, -1.742, 3.092], [-1.858, -3.915, 3.853], [-0.754, -5.450, 2.123], [-0.838, -4.892, -0.387], [-2.063, -2.726, -1.124], [1.906, 4.320, -4.084], [1.892, 5.698, -3.902], [1.076, 6.497, -4.694], [0.275, 5.918, -5.671], [0.296, 4.540, -5.860], [1.109, 3.742, -5.065], [2.538, 3.697, -3.463], [2.519, 6.150, -3.141], [1.063, 7.571, -4.549], [-0.363, 6.540, -6.287], [-0.324, 4.089, -6.626], [1.123, 2.667, -5.211], [2.750, -5.020, 0.569], [3.398, -5.888, -0.303], [4.734, -6.211, -0.098], [5.424, -5.662, 0.976], [4.779, -4.788, 1.842], [3.441, -4.468, 1.640], [1.705, -4.774, 0.414], [2.859, -6.314, -1.142], [5.237, -6.890, -0.776], [6.465, -5.915, 1.137], [5.319, -4.355, 2.677], [2.937, -3.788, 2.317], [4.328, 6.233, -7.692], [5.247, 6.478, -8.705], [4.996, 6.028, -9.996], [3.827, 5.330, -10.273], [2.913, 5.077, -9.258], [3.162, 5.529, -7.968], [4.521, 6.589, -6.687], [6.160, 7.021, -8.489], [5.712, 6.222, -10.787], [3.630, 4.981, -11.280], [2.003, 4.527, -9.472], [2.447, 5.334, -7.177], [-7.572, -1.736, 5.991], [-8.697, -1.293, 6.676], [-9.691, -0.593, 6.003], [-9.559, -0.331, 4.645], [-8.430, -0.766, 3.960], [-7.438, -1.470, 4.634], [-6.800, -2.287, 6.514], [-8.799, -1.494, 7.736], [-10.569, -0.251, 6.538], [-10.336, 0.212, 4.119], [-8.324, -0.557, 2.901], [-6.558, -1.811, 4.100], [-0.059, -8.384, 3.565], [0.895, -7.875, 2.691], [1.274, -8.606, 1.573], [0.705, -9.849, 1.329], [-0.242, -10.363, 2.207], [-0.625, -9.630, 3.324], [-0.360, -7.810, 4.434], [1.343, -6.906, 2.881], [2.016, -8.205, 0.892], [0.999, -10.418, 0.454], [-0.683, -11.336, 2.020], [-1.365, -10.030, 4.007]]
}